Entry 1:
{
  "formula": "C92H59BIN2O15",
  "method": "wB97M-V/def2-TZVPD",
  "species": ["C", "N", "C", "B", "O", "C", "C", "C", "C", "O", "O", "I", "C", "C", "N", "H", "H", "H", "H", "H", "H", "H", "H", "H", "H", "H", "C", "C", "C", "C", "C", "C", "C", "O", "C", "C", "C", "C", "C", "C", "C", "O", "H", "H", "H", "H", "H", "H", "H", "H", "C", "C", "C", "C", "C", "C", "C", "O", "C", "C", "C", "C", "C", "C", "C", "O", "H", "H", "H", "H", "H", "H", "H", "H", "C", "C", "C", "C", "C", "C", "C", "O", "C", "C", "C", "C", "C", "C", "C", "O", "H", "H", "H", "H", "H", "H", "H", "H", "C", "C", "C", "C", "C", "C", "C", "O", "C", "C", "C", "C", "C", "C", "C", "O", "H", "H", "H", "H", "H", "H", "H", "H", "C", "C", "C", "C", "C", "C", "C", "O", "C", "C", "C", "C", "C", "C", "C", "O", "H", "H", "H", "H", "H", "H", "H", "H", "C", "C", "C", "C", "C", "C", "C", "O", "C", "C", "C", "C", "C", "C", "C", "O", "H", "H", "H", "H", "H", "H", "H", "H"],
  "xyz": [[-4.80321, 3.10706, -1.96822], [-5.51023, 2.15427, -1.10524], [-6.96223, 2.25881, -1.41067], [-5.10971, 0.78307, -1.29733], [-5.33925, -0.13281, -0.32432], [-4.47847, 0.29734, -2.69967], [-3.14140, 0.42833, -3.05817], [-2.71411, 0.01196, -4.30801], [-1.26977, 0.20349, -4.69967], [-0.98804, 0.57710, -5.79953], [-0.36998, 0.01413, -3.70594], [-0.23094, -1.90408, -3.13856], [-3.62687, -0.53030, -5.20329], [-4.93250, -0.67466, -4.81583], [-5.31397, -0.26403, -3.59250], [-5.05896, 2.99910, -3.03122], [-5.07365, 4.12460, -1.69078], [-3.72241, 3.01301, -1.87652], [-7.14222, 2.23721, -2.49397], [-7.31635, 3.22812, -1.06556], [-7.52273, 1.45823, -0.93440], [-4.70813, -0.85901, -0.29204], [-2.46445, 0.87831, -2.34714], [-3.31947, -0.84969, -6.18803], [-5.69032, -1.08063, -5.46898], [-6.29082, -0.38121, -3.35349], [-0.24407, -2.05555, 0.30970], [0.56762, -0.92773, 0.35761], [1.07800, -0.49036, 1.56818], [0.77046, -1.17448, 2.73731], [-0.06000, -2.29380, 2.69193], [-0.55790, -2.73739, 1.47399], [-0.44191, -3.02112, 3.94087], [-1.16485, -3.99433, 3.88771], [0.08128, -2.50521, 5.23170], [-0.30023, -3.13187, 6.41011], [0.17987, -2.67571, 7.62713], [1.05430, -1.59492, 7.66917], [1.43712, -0.96333, 6.49733], [0.94773, -1.40794, 5.27595], [1.34602, -0.69486, 4.03305], [2.10577, 0.24852, 4.05354], [-0.64197, -2.39989, -0.64257], [0.80921, -0.38538, -0.54945], [1.71520, 0.38181, 1.61655], [-1.19166, -3.61366, 1.45019], [-0.97522, -3.97543, 6.37017], [-0.12442, -3.16197, 8.54611], [1.43637, -1.23977, 8.61786], [2.11322, -0.12042, 6.52474], [3.36054, -1.14018, -5.23439], [2.26780, -0.53463, -5.84557], [2.27180, 0.82978, -6.08488], [3.36714, 1.59344, -5.70513], [4.45659, 0.98798, -5.07532], [4.45220, -0.38059, -4.84752], [5.62675, 1.79586, -4.62519], [6.57141, 1.26857, -4.07849], [5.59566, 3.26640, -4.85960], [6.65238, 4.04530, -4.40522], [6.64693, 5.41205, -4.62642], [5.59011, 6.00586, -5.30826], [4.53126, 5.23563, -5.75834], [4.52502, 3.86536, -5.52936], [3.36157, 3.05809, -5.99294], [2.43617, 3.57121, -6.58631], [3.35967, -2.20820, -5.05718], [1.41372, -1.13251, -6.13918], [1.43008, 1.30843, -6.56353], [5.30529, -0.84163, -4.36899], [7.47162, 3.57468, -3.87940], [7.46858, 6.01812, -4.26912], [5.59265, 7.07303, -5.48527], [3.70395, 5.68956, -6.28581], [-4.28648, -6.57298, 7.03043], [-3.48694, -5.43491, 7.07087], [-2.97312, -4.99451, 8.27869], [-3.25939, -5.68246, 9.44928], [-4.07795, -6.81096, 9.41132], [-4.58263, -7.25840, 8.19662], [-4.43578, -7.54035, 10.66264], [-5.14263, -8.52403, 10.63032], [-3.90153, -7.01510, 11.95213], [-4.26193, -7.64381, 13.13687], [-3.76632, -7.18016, 14.34361], [-2.90188, -6.09125, 14.37237], [-2.54240, -5.45745, 13.19527], [-3.04624, -5.91057, 11.98260], [-2.67247, -5.19648, 10.73057], [-1.91599, -4.24687, 10.74745], [-4.68184, -6.92245, 6.08590], [-3.26468, -4.89573, 6.15819], [-2.34810, -4.11359, 8.32260], [-5.20672, -8.14097, 8.17549], [-4.93138, -8.49205, 13.10493], [-4.05178, -7.66849, 15.26576], [-2.51135, -5.73551, 15.31646], [-1.87425, -4.60771, 13.20789], [6.95273, 1.02048, -7.49514], [5.69308, 0.95219, -8.08080], [5.43219, 0.01485, -9.06443], [6.43476, -0.85411, -9.47653], [7.70606, -0.77008, -8.90597], [7.95820, 0.16378, -7.90804], [8.81279, -1.66066, -9.36201], [9.91466, -1.59209, -8.86232], [8.52099, -2.63143, -10.45539], [9.54729, -3.43506, -10.93516], [9.29412, -4.35159, -11.94133], [8.01274, -4.47558, -12.46757], [6.98686, -3.67431, -11.99643], [7.23778, -2.74428, -10.99537], [6.12699, -1.86979, -10.52430], [5.00736, -1.97646, -10.97919], [7.15890, 1.74658, -6.72146], [4.91197, 1.63000, -7.77273], [4.45387, -0.04861, -9.52090], [8.94241, 0.21292, -7.46333], [10.53940, -3.33406, -10.51775], [10.09575, -4.97324, -12.31721], [7.81668, -5.19693, -13.24965], [5.98862, -3.76026, -12.40240], [2.65336, 0.55958, 14.39888], [3.05691, 1.66551, 15.13920], [3.48003, 2.81629, 14.49625], [3.51131, 2.86295, 13.10860], [3.12551, 1.74545, 12.36511], [2.68779, 0.59847, 13.01560], [3.19060, 1.75474, 10.87695], [2.84928, 0.78650, 10.22875], [3.69447, 2.98668, 10.20624], [3.81597, 3.00214, 8.82226], [4.27034, 4.14117, 8.18055], [4.59836, 5.27391, 8.91789], [4.48382, 5.26314, 10.29748], [4.03991, 4.11853, 10.94700], [3.95404, 4.11802, 12.43615], [4.23923, 5.10510, 13.07850], [2.31574, -0.33556, 14.90405], [3.03926, 1.62867, 16.22027], [3.79070, 3.68291, 15.06296], [2.38053, -0.25813, 12.43216], [3.55620, 2.11836, 8.25663], [4.36887, 4.14904, 7.10312], [4.94771, 6.16524, 8.41393], [4.74043, 6.13702, 10.87990], [-10.78028, 4.36933, -9.92434], [-10.65890, 2.99679, -10.11022], [-9.62760, 2.30092, -9.50262], [-8.70613, 2.97845, -8.71393], [-8.81673, 4.36273, -8.54352], [-9.86195, 5.05168, -9.14365], [-7.81955, 5.12311, -7.73889], [-7.91069, 6.31940, -7.58126], [-6.68551, 4.36144, -7.12960], [-5.70517, 5.05198, -6.42378], [-4.65755, 4.36088, -5.83851], [-4.59967, 2.97478, -5.95570], [-5.55595, 2.28576, -6.67994], [-6.60517, 2.97852, -7.26692], [-7.61653, 2.21469, -8.05578], [-7.53618, 1.00536, -8.14340], [-11.59164, 4.90845, -10.39435], [-11.37186, 2.46985, -10.72977], [-9.52887, 1.23304, -9.63843], [-9.94681, 6.11956, -8.99856], [-5.77366, 6.12770, -6.33875], [-3.89575, 4.89492, -5.28632], [-3.78293, 2.43147, -5.49348], [-5.47638, 1.21353, -6.78788]],
  "forces_ev_per_angstrom": [[0.0, 0.2, -0.1], [-0.3, -0.5, -1.4], [0.2, 0.3, 0.4], [0.1, 0.3, 0.6], [0.2, 0.1, 0.0], [0.4, 0.1, 0.4], [-0.5, 0.0, 0.1], [0.1, 0.0, 0.4], [0.0, 0.2, -0.6], [-0.1, -0.1, 0.4], [0.0, -0.1, -0.2], [0.1, 0.2, -0.5], [0.0, -0.2, -0.2], [0.1, 0.1, -0.2], [0.1, -0.1, -0.3], [-0.1, -0.1, 0.0], [0.0, 0.0, 0.1], [0.0, 0.0, 0.2], [0.0, -0.1, -0.1], [-0.2, -0.1, 0.1], [-0.1, 0.1, 0.2], [-0.3, -0.3, -0.1], [0.2, -0.1, 0.0], [0.0, 0.0, 0.0], [-0.1, 0.0, 0.1], [-0.1, 0.0, 0.1], [-0.1, -0.1, 0.1], [0.0, 0.0, 0.0], [0.0, 0.0, -0.1], [0.0, -0.1, 0.0], [0.0, 0.1, 0.1], [0.0, 0.0, -0.1], [-0.1, -0.1, 0.0], [0.0, 0.0, 0.0], [0.0, 0.1, -0.1], [0.0, 0.0, 0.2], [0.0, 0.0, 0.0], [0.0, 0.0, 0.1], [0.0, 0.0, 0.1], [0.0, 0.0, -0.1], [0.1, 0.1, 0.0], [0.0, 0.0, 0.0], [0.1, 0.0, 0.6], [0.0, 0.0, 0.0], [0.0, 0.0, 0.1], [0.0, 0.0, 0.1], [0.0, 0.0, -0.1], [0.0, 0.0, 0.0], [0.0, 0.0, 0.0], [0.0, 0.0, -0.1], [0.0, 0.0, 0.0], [0.1, 0.0, 0.0], [0.0, -0.1, 0.0], [0.0, 0.0, 0.1], [-0.1, 0.1, 0.1], [0.0, -0.1, 0.0], [0.1, -0.1, 0.2], [0.0, 0.0, 0.0], [-0.1, 0.0, 0.0], [0.1, 0.1, 0.0], [0.0, 0.0, 0.0], [0.0, 0.0, 0.0], [0.0, 0.1, 0.0], [0.0, -0.1, 0.0], [-0.1, 0.1, 0.0], [0.0, 0.0, 0.0], [0.0, 0.0, 0.0], [0.0, 0.0, -0.1], [0.0, 0.1, 0.0], [0.0, 0.1, 0.0], [0.0, -0.1, 0.0], [0.0, 0.0, 0.0], [0.0, 0.0, 0.0], [0.0, -0.1, 0.0], [0.0, 0.0, 0.0], [0.0, 0.0, 0.0], [0.0, 0.0, -0.2], [0.0, 0.0, 0.1], [0.0, 0.0, 0.1], [0.0, 0.0, -0.1], [0.0, -0.1, 0.0], [0.0, 0.0, 0.0], [0.0, 0.1, -0.1], [0.0, 0.0, 0.1], [0.0, 0.0, 0.0], [0.0, 0.0, 0.0], [0.0, 0.0, 0.1], [0.0, 0.0, -0.1], [0.1, 0.1, 0.0], [0.0, 0.0, 0.0], [0.0, 0.0, 0.0], [0.0, 0.0, 0.0], [0.0, 0.0, 0.1], [0.0, 0.0, 0.1], [0.0, 0.0, -0.1], [0.0, 0.0, 0.0], [0.0, 0.0, 0.0], [0.0, 0.0, -0.1], [0.0, 0.0, -0.1], [0.1, 0.0, -0.1], [-0.1, 0.1, 0.1], [0.1, 0.0, 0.0], [0.0, 0.0, 0.0], [0.0, 0.1, 0.1], [0.1, 0.0, 0.0], [0.0, 0.0, 0.0], [-0.1, 0.0, 0.0], [0.1, -0.1, -0.1], [0.0, 0.0, 0.0], [0.0, 0.0, 0.0], [0.0, -0.1, -0.1], [0.0, 0.0, 0.1], [-0.1, 0.0, 0.0], [0.0, 0.0, 0.0], [0.0, 0.0, 0.0], [0.0, 0.1, -0.1], [0.0, -0.1, 0.0], [0.0, 0.0, -0.1], [0.0, 0.0, 0.1], [0.0, 0.0, 0.0], [0.0, 0.0, 0.0], [0.0, 0.1, 0.0], [0.0, 0.0, 0.0], [0.0, 0.0, 0.0], [0.0, 0.0, 0.1], [0.0, 0.0, -0.1], [0.0, 0.1, 0.0], [0.0, -0.1, 0.1], [0.0, -0.1, -0.1], [0.0, 0.0, 0.0], [0.0, 0.0, 0.1], [0.0, 0.0, -0.1], [0.0, 0.0, 0.0], [0.0, 0.0, 0.0], [0.0, 0.1, -0.1], [0.0, -0.1, 0.0], [0.0, 0.1, 0.1], [0.0, 0.0, 0.0], [0.0, 0.0, 0.0], [0.0, 0.0, 0.0], [0.0, 0.1, -0.1], [0.0, 0.0, -0.1], [0.0, 0.0, 0.1], [0.0, 0.0, 0.0], [0.0, 0.0, 0.0], [0.0, 0.0, 0.1], [0.0, 0.0, 0.0], [0.0, 0.0, 0.0], [-0.1, 0.0, -0.1], [0.1, 0.1, 0.0], [0.1, -0.1, 0.0], [-0.1, 0.0, -0.1], [0.0, 0.1, 0.0], [0.0, 0.0, 0.0], [0.0, 0.0, 0.0], [0.1, 0.0, 0.1], [-0.2, -0.1, 0.0], [0.1, 0.0, 0.0], [0.3, 0.1, 0.3], [-0.1, -0.1, -0.1], [0.0, -0.1, 0.0], [0.0, 0.0, 0.1], [0.0, 0.0, 0.0], [0.0, 0.0, 0.0], [0.1, 0.0, 0.0], [0.1, 0.0, 0.0], [-0.1, 0.0, 0.0], [0.0, 0.0, 0.0], [0.1, 0.0, -0.1], [-0.2, 0.0, -0.2]],
  "lowdin_charge": [-0.0747, -0.0777, -0.0495, -0.5327, 0.2163, -0.0353, 0.0552, -0.1349, -0.6084, 0.1824, -0.5337, 1.2558, 0.0404, 0.0023, 0.1719, 0.0744, 0.1023, 0.0895, 0.0873, 0.0988, 0.0949, 0.1214, 0.1451, 0.1499, 0.1544, 0.1886, -0.1344, -0.0849, 0.0044, -0.0728, -0.0772, -0.0048, -0.2747, 0.1023, -0.0828, 0.0029, -0.0349, -0.0302, 0.0098, -0.0825, -0.2744, 0.1138, -0.0389, 0.0791, 0.1236, 0.1191, 0.0986, 0.1042, 0.1070, 0.1191, -0.0588, -0.0814, -0.0055, -0.1023, -0.1007, 0.0074, -0.3080, 0.1090, -0.0933, 0.0022, -0.0480, -0.0495, 0.0016, -0.0847, -0.2899, 0.1085, 0.1074, 0.0958, 0.1111, 0.1258, 0.1238, 0.1109, 0.1102, 0.1214, -0.0522, -0.0535, -0.0052, -0.0789, -0.0799, 0.0010, -0.2758, 0.1115, -0.0814, 0.0003, -0.0526, -0.0542, -0.0018, -0.0836, -0.2735, 0.0985, 0.1075, 0.1010, 0.0974, 0.1214, 0.1216, 0.1091, 0.1084, 0.1197, -0.0397, -0.0437, 0.0096, -0.0801, -0.0778, 0.0148, -0.2765, 0.1113, -0.0825, -0.0003, -0.0537, -0.0552, -0.0028, -0.0843, -0.2776, 0.1032, 0.0999, 0.0973, 0.1213, 0.1245, 0.1214, 0.1087, 0.1081, 0.1197, -0.0554, -0.0533, 0.0004, -0.0815, -0.0831, -0.0028, -0.2743, 0.0915, -0.0820, -0.0037, -0.0564, -0.0549, 0.0000, -0.0809, -0.2764, 0.1116, 0.1078, 0.1087, 0.1216, 0.1188, 0.1134, 0.1073, 0.1079, 0.1215, -0.0433, -0.0464, 0.0019, -0.0871, -0.0813, 0.0060, -0.2737, 0.1220, -0.0715, 0.0124, -0.0511, -0.0728, -0.0146, -0.0795, -0.2771, 0.0951, 0.1129, 0.1120, 0.1216, 0.1243, 0.1260, 0.1130, 0.0915, 0.0955],
  "de_lowest_kcal_mol": 0.00,
  "homo_ev": -10.7,
  "total_charge": 1,
  "homo_lumo_gap_ev": 5.94
}

=====

Entry 2:
{
  "formula": "C11H15BN6O2Pd",
  "method": "wB97M-V/def2-TZVPD",
  "species": ["C", "N", "N", "C", "C", "B", "N", "N", "C", "C", "C", "Pd", "N", "N", "C", "C", "C", "H", "H", "H", "H", "H", "H", "H", "H", "H", "H", "H", "C", "H", "H", "H", "O", "C", "O", "H"],
  "xyz": [[2.84185, -0.09847, 0.01416], [1.62507, -0.23873, -0.53140], [1.72064, -0.04853, -1.88897], [3.03148, 0.06173, -2.20999], [3.76415, 0.05019, -1.03428], [0.46252, 0.12303, -2.82341], [-0.48629, -1.07026, -2.48632], [-0.77977, -1.50472, -1.19683], [-1.75122, -2.42806, -1.29494], [-1.93144, -2.75440, -2.64681], [-1.10656, -1.89882, -3.36250], [0.03036, -0.96747, 0.70422], [-0.17618, 1.53044, -2.54088], [-0.55576, 1.66797, -1.22999], [-0.97936, 2.89997, -1.05321], [-0.94029, 3.60676, -2.27709], [-0.42033, 2.68774, -3.20114], [-1.29796, 3.20996, -0.06344], [-0.21778, 2.77537, -4.24887], [-1.25071, 4.62000, -2.41846], [0.78466, 0.09534, -3.96542], [-0.89612, -1.84293, -4.42317], [3.33360, 0.11812, -3.24638], [-2.57091, -3.52303, -3.04064], [4.82159, 0.13528, -0.90868], [-2.27339, -2.78975, -0.41954], [2.97818, -0.09656, 1.08689], [-1.71998, -0.09662, 1.20364], [-1.57856, -1.05453, 1.73748], [-2.38817, -1.68537, 1.41963], [-0.64686, -1.82987, 1.81341], [-1.64433, -0.76620, 2.77361], [1.22710, 1.83755, 3.51744], [0.75104, 0.99057, 2.75321], [0.60167, 1.03122, 1.46706], [0.38555, 0.03192, 3.19091]],
  "forces_ev_per_angstrom": [[-2.5, -0.3, -0.2], [1.6, -0.2, 2.2], [2.1, -0.1, -1.3], [-3.7, -0.2, -1.9], [1.7, 0.2, 1.6], [0.3, 0.8, -0.8], [-0.3, -1.5, -1.8], [-3.1, -2.3, 0.8], [1.6, 1.5, 1.2], [-1.6, -1.5, 0.3], [2.6, 3.0, 0.1], [6.3, 3.7, -5.8], [-0.3, 0.8, -1.1], [-0.6, 1.1, 1.4], [0.1, -1.1, 0.9], [-0.5, 0.8, 1.2], [1.2, -3.2, -0.6], [-0.1, 0.2, -0.3], [0.1, 0.2, -0.4], [-0.1, 0.5, -0.4], [0.1, -0.3, 0.0], [-0.2, 0.1, -0.1], [0.2, 0.2, -0.1], [-0.2, -0.3, -0.2], [0.6, 0.0, -0.1], [0.2, -0.4, -0.2], [0.3, -0.2, -0.2], [-0.4, 0.0, 0.2], [-3.4, 0.3, 1.5], [-0.4, -0.4, 0.3], [-1.2, -0.7, 1.0], [-0.1, -0.3, 0.7], [0.1, 0.2, 0.2], [-0.8, -0.8, -2.2], [0.2, -0.8, 2.8], [0.5, 0.8, 1.2]],
  "lowdin_spin": [0.0581, 0.2036, 0.1001, 0.1939, 0.4217, 0.0096, 0.1056, 0.1970, 0.0654, 0.4219, 0.1817, 0.0022, 0.0894, 0.2124, 0.0321, 0.4163, 0.2391, -0.0029, 0.0058, 0.0143, 0.0001, 0.0031, 0.0036, 0.0135, 0.0141, -0.0011, -0.0011, 0.0007, 0.0026, -0.0001, -0.0013, 0.0018, 0.7964, 0.0953, 0.0537, 0.0515],
  "de_lowest_kcal_mol": 0.00,
  "homo_ev": [-24.0, -23.8],
  "total_charge": 4,
  "homo_lumo_gap_ev": [7.58, 5.91],
  "s_squared": 6.0347,
  "multiplicity": 5
}